(1)
An isolated ion of composition C9H20NS and charge +1 in a non-equilibrium geometry, computed with ωB97M-V/def2-TZVPD.

The geometry in XYZ format:
```
31
Properties=species:S:1:pos:R:3:forces:R:3:lowdin_charge:R:1
H 1.40832 -2.49338 0.87270 -0.041 1.137 -0.306 0.0959
C -0.00716 1.24663 -0.96027 -2.872 -2.323 1.061 -0.7264
C 0.76686 -0.27490 1.16102 -1.370 -5.433 -7.510 -0.2795
H -1.58792 0.99935 1.52306 -0.587 0.051 -0.418 0.0987
C -1.78290 0.09716 0.92946 2.785 1.542 -0.898 -0.0317
C 0.82315 0.43642 2.30931 0.441 3.593 5.905 0.0611
N -0.50307 -1.37154 -0.71291 0.892 -0.868 1.285 0.0249
H 2.40666 -1.45945 1.80742 0.733 0.025 1.093 0.0578
H 0.52917 3.26165 -1.05907 0.725 -0.195 0.454 0.0905
C -0.42693 -0.15432 0.22692 2.363 0.890 0.387 -0.3333
H 1.06414 0.07065 -2.34466 0.063 -2.389 -1.899 0.0388
H -2.34560 -2.30628 0.02794 0.887 0.124 -0.902 0.1087
H 1.53595 0.19736 3.03830 0.828 -0.643 0.947 0.0637
H -2.49128 0.24211 0.15431 -1.231 0.188 -0.045 0.0304
H 2.09021 0.98540 -1.19570 -0.048 -1.024 0.460 0.1018
H -1.23224 -3.38471 -0.91872 -0.071 -0.256 -0.887 0.0829
H -1.21398 2.24426 -2.64113 -0.420 -0.405 -0.191 -0.0741
C 1.76949 -1.42910 0.96741 -0.295 1.007 -1.368 -0.0282
H -1.96974 -0.64377 1.63532 -0.664 -1.533 0.966 0.0742
H 0.49223 -1.55818 -1.13550 -2.570 0.129 0.927 0.2027
H 0.87282 2.34912 0.62580 -0.721 1.042 -1.971 0.1200
H 0.26917 1.27490 2.62068 -0.775 0.932 -0.310 0.0642
S -1.58028 1.15753 -1.91879 0.598 1.119 -0.590 0.8427
H -0.68263 3.16471 0.11850 0.290 -1.441 -0.311 0.1076
H 2.47512 -1.13681 0.12626 -0.696 -0.752 0.508 0.1055
C 1.17348 0.91200 -1.79056 1.722 3.824 1.463 -0.1131
H -1.01525 -3.10759 0.80989 0.402 1.580 -1.938 0.1430
H 1.47119 1.82331 -2.38233 -1.009 -0.987 -0.365 0.1209
H -1.19077 -1.10932 -1.38756 0.204 0.770 -1.710 0.0640
C -1.29200 -2.59012 -0.21316 0.070 -0.832 3.464 0.0003
C 0.17377 2.55690 -0.29394 0.366 1.128 2.700 -0.1140
```
Forces are in eV/Å.

For the HOMO energy (alpha / beta), the calculation gives -9.16 / -12.91 eV. Its total charge is +1. The value obtained for the total energy is -807.3646 a.u. As for the spin multiplicity: 3.

---

(2)
C26H48MoN2O2P2 as an isolated structure in a non-equilibrium geometry, computed with ωB97M-V/def2-TZVPD.

The geometry in XYZ format:
```
81
Properties=species:S:1:pos:R:3:forces:R:3:lowdin_charge:R:1
O -0.12101 -2.13503 2.00238 -1.423 3.511 -5.323 0.1804
C -2.62825 2.68629 0.09734 0.269 0.086 -0.744 -0.5203
H 3.70561 -1.28095 2.84339 0.147 0.368 -0.073 0.1585
C -3.38458 2.29613 -1.16919 -0.297 -0.061 -0.055 -0.0838
H -1.11758 -0.94241 -4.48991 0.193 0.339 0.057 0.0838
H 0.76614 0.82268 2.44296 0.105 0.041 -0.057 0.0523
C -2.37038 -0.99568 -1.27291 -8.314 -3.259 -3.331 -0.1891
C 0.01713 -3.36975 -2.43518 -0.797 -0.529 0.723 -0.4962
H 3.58632 -2.91960 0.03122 -0.328 0.015 -0.017 0.1159
H 4.11014 -0.13786 0.80404 -0.090 0.089 0.181 0.1386
H 0.58383 -5.36160 -3.01183 0.019 0.261 0.079 0.1204
H -1.52944 -4.40763 -3.48206 0.114 0.296 0.014 0.1193
C 3.61346 -0.19415 2.80135 0.232 0.247 -0.494 0.0021
H 2.24958 -1.90815 0.63033 0.083 0.001 -0.098 0.0362
C -1.11852 -3.38780 -3.45907 -0.225 0.040 -0.155 -0.0807
H 1.80313 -4.57564 -2.00441 -0.106 -0.096 -0.203 0.0789
H 3.20710 0.09740 4.87184 0.262 0.130 -0.075 0.1591
H -2.74310 1.78446 -1.89887 0.025 0.046 -0.075 0.0585
H 2.86102 0.12049 -1.12529 0.111 -0.005 -0.084 0.0600
H 1.62950 -4.11927 -3.72030 -0.141 -0.140 0.205 0.0930
H -2.30170 -0.99765 3.08354 -0.296 0.094 0.205 0.0763
H -4.24721 1.65119 -0.95792 0.157 0.273 -0.116 0.0800
H 1.15772 -2.33752 -5.04527 0.155 0.289 0.089 0.0888
H -0.17985 0.46310 -5.05057 -0.238 -0.094 0.282 0.1173
H -0.51279 0.23852 3.51948 0.133 0.249 -0.067 0.0637
P -1.89799 1.22149 1.00184 -0.650 3.235 2.016 1.0197
N 3.79440 0.41778 1.59678 -0.411 0.200 0.199 0.1073
H -3.88407 1.49679 2.23782 0.541 0.304 -0.370 0.1255
C 3.55705 1.74617 1.40470 0.156 -0.400 0.201 -0.0082
H -4.67589 0.07858 0.24407 0.027 -0.022 0.264 0.0666
C 2.54520 -2.61503 -0.15780 0.072 -0.174 0.033 -0.1045
H -3.69814 4.51537 0.41977 0.084 -0.187 0.067 0.1243
Mo -0.71226 -0.37996 -0.50568 2.670 3.294 -1.976 0.9649
H -2.99858 3.89457 1.91812 -0.113 -0.003 -0.102 0.0849
H -3.75996 3.21624 -1.64043 0.101 -0.358 0.007 0.1197
C 3.37749 2.81204 4.94227 -0.009 1.427 1.976 -0.1026
H 1.47139 0.16889 -3.26784 -0.110 -0.217 -0.159 0.1014
H 3.46473 -0.41774 -2.71520 0.027 -0.004 0.422 0.0906
H -1.94601 -2.71924 -3.20155 0.138 -0.145 -0.204 0.0486
H -5.24747 -0.45246 1.82976 0.249 0.053 -0.209 0.1257
C 3.29996 2.54321 2.49596 -0.057 0.212 -0.157 0.0266
C -0.99480 2.08644 2.39655 0.336 -0.272 0.010 -0.5013
C -0.43023 -0.14709 -4.17034 -0.113 -0.274 -0.246 -0.0825
H 0.43339 1.66781 3.96428 -0.234 -0.191 -0.315 0.1079
H -1.80282 2.36618 3.09476 0.145 -0.087 -0.338 0.1320
H 3.09316 3.60412 2.35881 0.327 -0.214 0.070 0.1533
H -2.54887 0.51112 4.02039 -0.092 -0.231 -0.130 0.0903
C 3.36263 0.57656 3.90893 -0.062 -0.043 0.190 0.0432
H -1.72975 3.23995 -0.21805 -0.167 -0.100 0.102 0.1054
N 3.48758 3.49613 5.88974 -0.347 -1.644 -2.290 0.2796
H 3.60304 2.14338 0.38748 0.208 -0.255 0.354 0.1535
C 0.87830 -0.70094 -3.60120 -0.129 1.126 0.043 -0.5198
H -0.38044 1.34547 -0.16950 -0.901 -0.700 0.371 0.0833
H 1.85801 -0.77840 -5.51241 -0.096 -0.073 0.243 0.1235
C 3.31421 -0.72185 -1.67014 0.013 0.022 -0.095 -0.0982
C 2.45331 -1.98453 -1.55277 0.182 0.099 0.510 -0.5075
O -3.38258 -1.36784 -1.77602 5.894 2.232 2.845 0.2130
C -3.36747 0.56059 1.98021 -1.227 -2.218 0.506 -0.4421
C 1.08532 -4.40602 -2.81185 0.465 0.173 0.021 -0.0608
H -0.95686 0.50177 -3.45413 -0.047 0.101 0.021 0.0550
H 0.52830 3.06276 1.21789 0.063 0.144 0.028 0.0711
H -0.77003 -3.15811 -4.47421 -0.112 -0.060 0.306 0.0921
H 2.67632 -1.77106 -4.30069 -0.229 0.033 -0.163 0.0855
H -3.93067 -1.33089 1.04060 -0.141 0.190 0.141 0.0879
C 1.69050 -1.45694 -4.66369 0.101 -0.417 0.068 -0.0477
C -0.38363 -1.49149 1.03579 1.117 -5.003 7.044 -0.2100
C -2.98911 -0.16122 3.27721 0.375 0.209 0.032 -0.0665
H 1.91387 -3.50777 -0.04717 0.202 0.176 -0.022 0.0895
H 4.31049 -0.92803 -1.25125 -0.185 0.037 -0.161 0.1056
H 2.83637 -2.72020 -2.28236 -0.447 0.289 0.184 0.1170
H 0.22124 3.81872 2.80847 -0.086 -0.149 -0.229 0.1143
C -0.25023 3.33752 1.94027 -0.234 0.113 -0.118 -0.0842
C -0.03805 1.13952 3.11770 0.137 -0.160 0.347 -0.1091
C 3.32555 1.97285 3.77470 0.259 0.044 0.286 -0.1648
H -3.90199 -0.57850 3.72419 0.164 0.076 -0.187 0.1248
H -4.45446 3.13915 1.22404 0.164 0.165 -0.113 0.1021
C -3.48742 3.59975 0.98684 -0.104 -0.224 0.198 -0.0567
C -4.34742 -0.32665 1.20722 0.027 -0.057 -0.300 -0.0794
H -0.91576 4.07135 1.47593 0.322 -0.053 0.177 0.0778
P 0.67576 -1.66695 -2.02888 1.906 -1.976 -1.958 1.0133
H -0.41084 -3.65289 -1.45502 0.083 -0.230 -0.308 0.1061
```
Forces are in eV/Å.

For the HOMO energy (alpha / beta), the calculation gives -21.35 / -21.35 eV. The calculation puts the energy relative to the best compared isomer or geometry (same formula, charge and spin) at 0.0 kcal/mol. Its total charge is +4. The value obtained for the total energy is -2028.6786 a.u. As for the spin multiplicity: 3.

---

(3)
An isolated molecule of C5H8O, computed with ωB97M-V/def2-TZVPD.

The geometry in XYZ format:
```
14
Properties=species:S:1:pos:R:3:forces:R:3:lowdin_charge:R:1
H -1.33604 2.27700 -1.09544 0.022 -0.299 0.054 0.1014
C 0.30088 0.92822 -1.70613 0.054 0.015 -0.172 -0.1071
C -0.60766 1.58720 -0.65620 0.088 0.096 -0.039 -0.2564
H 0.66444 -0.87958 2.10754 -0.015 -0.126 0.214 0.1238
C -0.19357 -1.41769 1.69879 -0.116 0.233 0.495 -0.2832
H 1.03671 0.28822 -1.20480 -0.130 0.198 -0.105 0.0780
H 0.82865 1.68272 -2.29640 -0.060 -0.068 0.052 0.0692
H -0.37301 -2.80033 0.36940 0.137 -0.059 -0.055 0.0896
H -0.26467 0.28766 -2.38869 -0.011 0.136 0.083 0.0757
C -0.93432 -0.40227 0.94941 -0.046 0.164 -0.152 -0.0127
O 0.36065 -2.39380 0.84474 -0.219 -0.419 -0.053 -0.0595
H -0.75514 -1.84223 2.54606 0.079 -0.028 -0.310 0.1152
C -1.13902 0.51535 0.19833 0.394 -0.035 0.189 -0.0467
H 0.03222 2.16588 0.02180 -0.175 0.190 -0.201 0.1127
```
Forces are in eV/Å.

For the HOMO energy, the calculation gives -9.58 eV. The calculation puts the energy relative to the best compared isomer or geometry (same formula, charge and spin) at 60.5 kcal/mol. The value obtained for the total energy is -270.4615 a.u. As for the SMILES: CCC#CCO.

---

(4)
An isolated molecule of C5H8O2, computed with ωB97M-V/def2-TZVPD.

The geometry in XYZ format:
```
15
Properties=species:S:1:pos:R:3:forces:R:3:lowdin_charge:R:1
H -1.74779 -1.16475 0.29582 0.122 0.028 0.103 0.0785
O -1.36116 1.26742 -0.93449 0.512 -0.032 -0.329 0.0886
H 0.16618 2.44990 -1.57237 -0.174 -0.004 -0.270 0.1478
H 1.84585 0.96271 0.60341 -0.090 -0.096 0.152 0.0796
H -0.16640 -1.38827 -1.40994 -0.008 0.256 0.074 0.1270
O 0.66337 0.52768 -1.67601 0.014 0.185 -0.038 -0.0409
H 1.55913 -1.17093 -1.07825 -0.168 0.092 0.048 0.1303
C -0.99830 -0.99775 1.07467 0.012 -0.022 0.050 -0.0605
C -0.26094 1.45702 -1.37975 -0.319 0.055 -0.029 -0.3502
H -0.77518 -1.95490 1.55223 -0.095 -0.022 0.007 0.0819
H -1.43434 -0.32634 1.81706 0.080 -0.121 0.019 0.0840
H 0.70317 0.93753 2.06456 0.108 -0.207 -0.001 0.0742
C 0.98698 0.51869 1.10414 0.030 0.005 0.096 0.0478
C 0.57066 -0.71822 -0.95397 0.015 -0.175 0.084 -0.1259
C 0.24878 -0.39981 0.49290 -0.040 0.061 0.032 -0.3622
```
Forces are in eV/Å.

For the HOMO energy, the calculation gives -9.59 eV. The calculation puts the energy relative to the best compared isomer or geometry (same formula, charge and spin) at 26.5 kcal/mol. The value obtained for the total energy is -345.7628 a.u. As for the SMILES: C=C(C)COC=O.